1.
Entry from OMol25: C4H9NO in the gas phase in a non-equilibrium geometry (the ωB97M-V functional and the def2-TZVPD basis).

The SMILES is CC(C)=[N+](C)[O-]. The energy above the lowest of the compared OMol25 structures with the same formula, charge and spin comes out at 86.8 kcal per mole.

Each line ends with the natural charge from an NBO analysis.
Positions of all 15 atoms, in Å:
O1 -2.159 -0.955 -0.555  -0.554
N1 -1.258 -0.179 -0.143  0.115
C1 0.024 -0.518 0.084  0.184
C2 0.417 -1.927 0.069  -0.660
C3 1.158 0.502 0.375  -0.636
C4 -1.639 1.218 0.010  -0.436
H1 -1.625 1.558 1.088  0.208
H2 1.152 1.335 -0.277  0.219
H3 0.042 -2.428 -0.812  0.246
H4 -0.054 -2.437 0.905  0.238
H5 0.980 1.020 1.418  0.215
H6 1.567 -1.868 0.082  0.209
H7 -1.021 1.830 -0.459  0.196
H8 -2.592 1.247 -0.490  0.240
H9 2.059 0.043 0.364  0.216


2.
Entry from OMol25: 2 unconnected molecules or ions with the total composition C6H14O2 in a non-equilibrium geometry (the ωB97M-V functional and the def2-TZVPD basis).

The energy above the lowest of the compared OMol25 structures with the same formula, charge and spin comes out at 34.5 kcal per mole. The multiplicity is 2. The charge is +1.

Each line ends with the Löwdin spin population.
Positions of all 22 atoms, in Å:
O1 -5.116 -1.297 -1.834  0.000
O2 -1.682 -0.249 -1.311  0.078
C1 2.464 -0.281 1.537  0.020
C2 -1.312 1.118 -1.358  0.077
C3 0.470 0.791 0.342  0.283
C4 0.016 1.372 -0.841  0.334
C5 1.843 0.946 0.802  0.071
C6 1.679 -1.581 1.434  0.004
H1 0.606 2.087 -1.395  0.011
H2 -1.421 1.505 -2.378  0.020
H3 1.530 -1.917 0.401  0.002
H4 3.492 -0.471 1.244  0.004
H5 -4.727 -0.665 -1.218  0.000
H6 1.823 1.767 1.539  0.042
H7 2.476 -0.002 2.590  0.001
H8 -2.115 1.688 -0.867  0.041
H9 -0.919 -0.784 -1.321  0.002
H10 -4.310 -1.698 -2.171  0.000
H11 2.203 -2.400 1.898  0.000
H12 2.485 1.349 0.018  0.003
H13 0.725 -1.506 1.920  0.000
H14 -0.212 0.229 0.971  0.006